Entry 1:
The following is a quantum chemistry calculation of C14H14BCl3GeIrN4O2S as an isolated structure at a distorted geometry, from the OMol25 dataset.

Structure (XYZ):
```
41
Properties=species:S:1:pos:R:3
Ir -0.1471 1.1839 -0.7575
C 3.8189 0.7942 0.7942
C 2.3620 0.9400 0.5299
N 1.8038 0.9813 -0.6353
N 2.5240 0.8404 -1.8040
C 1.8797 1.0412 -2.9710
N 2.5453 0.8521 -4.0931
S 0.2474 1.5438 -3.0114
C 1.4031 1.0116 1.6543
C 1.7647 0.7975 2.9632
C 0.7688 0.7810 3.9417
C -0.5411 0.9860 3.5689
C -0.8331 1.2161 2.2275
N 0.1162 1.2448 1.2959
H 4.4407 0.8186 -0.0954
H 3.9977 -0.1540 1.3055
H 4.1591 1.5974 1.4492
H 3.4845 0.5356 -1.7619
H 3.5103 0.5595 -4.1279
H 2.0718 0.9942 -4.9733
H 2.7972 0.6247 3.2311
H 1.0281 0.5977 4.9756
H -1.3430 0.9705 4.2934
H -1.8444 1.4006 1.8925
O -1.3566 -1.3108 -1.8180
B -0.9462 -0.6421 -0.7010
O -1.3052 -1.2354 0.4874
C -2.0348 -2.3687 0.0759
C -2.6633 -3.3041 0.8569
C -3.3482 -4.3082 0.1716
C -3.3839 -4.3478 -1.2171
C -2.7352 -3.3868 -1.9935
C -2.0673 -2.4104 -1.3005
H -2.6335 -3.2630 1.9368
H -3.8660 -5.0717 0.7352
H -3.9329 -5.1387 -1.7088
H -2.7630 -3.4036 -3.0737
Cl -1.9575 5.2778 1.2578
Ge -1.1472 4.5552 -0.5442
Cl -2.1721 2.5347 -0.8265
Cl -1.7015 5.6648 -2.2300
```

Results
2S+1: 2
E_HOMO (spin up / spin down): -13.4874 / -13.4863 eV
HOMO-LUMO gap (spin up / spin down): 5.722 / 4.710 eV
Total charge: +2

***

Entry 2:
The following is a quantum chemistry calculation of C14H14BCl3N4OPdS2 as an isolated structure at a distorted geometry, from the OMol25 dataset.

Structure (XYZ):
```
40
Properties=species:S:1:pos:R:3
Pd -0.4665 0.1109 1.4893
C -3.4061 -2.8299 0.1014
N -3.1187 -1.5359 -0.4542
C -3.1672 -1.1540 -1.7701
C -2.9223 0.1793 -1.8013
N -2.7189 0.6246 -0.5284
B -2.6169 2.1321 -0.1062
N -1.1253 2.5353 -0.3128
C -0.5487 2.9060 -1.4919
C 0.7588 3.1935 -1.2676
N 0.9836 3.0121 0.0686
C 2.2147 3.1842 0.7919
C -0.1697 2.5936 0.6315
S -0.3385 2.3308 2.3253
C -2.8299 -0.4365 0.2890
S -2.7622 -0.4761 2.0024
H -3.7363 -3.5012 -0.6869
H -4.1867 -2.7346 0.8582
H -2.5209 -3.2476 0.5855
H -3.3719 -1.8439 -2.5617
H -2.8948 0.8553 -2.6301
H -2.9017 2.2368 1.0398
H -3.2890 2.7585 -0.8562
H -1.1212 2.9527 -2.3955
H 1.5338 3.4917 -1.9439
H 2.9746 3.5890 0.1297
H 2.5428 2.2159 1.1775
H 2.0540 3.8575 1.6347
Cl 4.5965 -4.9530 -0.0603
C 3.7715 -3.4678 0.2425
C 2.3940 -3.4725 0.3971
C 1.7540 -2.2717 0.6106
Cl 0.0407 -2.2371 0.8304
C 2.4027 -1.0107 0.6944
O 1.7751 0.0855 0.8593
C 3.8192 -1.0944 0.5586
Cl 4.7274 0.3686 0.6631
C 4.4851 -2.2789 0.3287
H 1.8269 -4.3889 0.3450
H 5.5579 -2.2790 0.2128
```

Results
E_HOMO (spin up / spin down): -7.6062 / -7.6062 eV
HOMO-LUMO gap (spin up / spin down): 5.883 / 5.882 eV

***

Entry 3:
The following is a quantum chemistry calculation of C14H14BrN3O3 as an isolated structure at a distorted geometry, from the OMol25 dataset.

Structure (XYZ):
```
35
Properties=species:S:1:pos:R:3
O -0.8909 -3.3299 2.0089
C -1.7089 -2.5593 2.9032
H -2.6915 -2.6474 2.5437
H -1.6867 -2.9242 3.8345
C -1.2594 -1.0653 2.7234
N -0.9153 -0.4244 1.4587
C 0.3126 -0.4309 0.8400
N 1.1732 -1.4841 1.3186
C 2.3846 -1.5900 0.7196
N 2.7393 -0.9849 -0.3004
C 2.0344 -0.3723 -0.9282
C 0.6403 -0.1458 -0.5240
O -0.3569 0.8363 -1.2770
C 0.7050 1.0459 -2.2030
C 0.2274 1.8437 -3.4109
C 1.3535 2.2262 -4.2852
C 2.4291 1.6503 -4.1479
C 2.9009 0.7987 -3.1143
C 1.8881 0.3451 -2.0825
H 3.9551 0.2842 -2.9929
Br 3.7713 1.7952 -5.6489
H 1.2627 2.7877 -5.1421
H -0.5604 2.3116 -3.3581
H 3.2723 -2.0640 1.3921
C -2.0715 -0.1099 0.8170
H -2.9903 -0.4216 1.2933
H -2.1138 0.2886 -0.1729
C -2.0654 1.4698 1.4553
O -2.4913 1.8506 2.7473
H -3.4993 1.5321 2.8704
H -2.7535 2.0687 0.7429
H -1.2122 2.0246 1.2941
H -0.0238 -1.1587 3.2979
H -1.7633 -0.3531 3.3648
H 0.0048 -3.0940 1.9627
```

Results
E_HOMO: -8.0580 eV
HOMO-LUMO gap: 7.454 eV

***

Entry 4:
The following is a quantum chemistry calculation of C14H14ClLuN2O5 as an isolated structure at a distorted geometry, from the OMol25 dataset.

Structure (XYZ):
```
37
Properties=species:S:1:pos:R:3
Lu 1.2292 -1.3216 -0.0914
C 1.0237 -3.7720 -3.6188
C 0.8641 -2.6298 -2.6089
O 1.4272 -2.8829 -1.4948
C 0.1396 -1.5415 -3.0839
C -0.2151 -0.2762 -2.4072
C -1.0223 0.7521 -3.1507
N 0.1786 -0.0938 -1.2015
N 0.0045 0.9719 -0.3252
C 0.5662 0.8113 0.8760
O 1.2418 -0.0886 1.4846
C 0.3455 2.0079 1.7944
C -0.3821 3.1175 1.3536
C -0.5967 4.2155 2.1786
C -0.0831 4.2249 3.4685
C 0.6425 3.1303 3.9196
C 0.8521 2.0358 3.0886
H 1.5945 -4.5985 -3.2028
H 1.5450 -3.4283 -4.5184
H 0.0473 -4.1624 -3.9240
H -0.2372 -1.5965 -4.0974
H -1.2613 0.4166 -4.1591
H -0.4584 1.6853 -3.2118
H -1.9522 0.9473 -2.6123
H -0.7820 3.1119 0.3496
H -1.1656 5.0603 1.8067
H -0.2462 5.0786 4.1178
H 1.0528 3.1175 4.9220
H 1.4198 1.1869 3.4454
Cl -2.9990 -2.0456 0.5497
C -1.5696 -1.5477 1.5086
C -0.6835 -2.7559 1.8635
O -1.1082 -3.4949 2.7560
O 0.4128 -2.8220 1.2412
H -1.9278 -1.0667 2.4146
H -1.0238 -0.8160 0.9205
O 3.1268 -0.9308 -0.3513
```

Results
E_HOMO: 0.3898 eV
HOMO-LUMO gap: 4.482 eV
Total charge: -2

***

Entry 5:
The following is a quantum chemistry calculation of C14H14CrN4O2S as an isolated structure, from the OMol25 dataset.

Structure (XYZ):
```
36
Properties=species:S:1:pos:R:3
Cr -0.6471 -0.3987 0.0523
N -2.1222 -3.3191 2.8175
C -1.4756 -2.6045 1.8786
S -2.4564 -1.4993 0.9287
N -0.1956 -2.7774 1.7377
N 0.3629 -1.9937 0.7551
C 1.5697 -2.2971 0.4031
C 2.2979 -1.6739 -0.6679
C 3.6225 -2.0876 -0.8920
C 4.3624 -1.5719 -1.9305
C 3.7846 -0.6326 -2.7845
C 2.4832 -0.2130 -2.5978
C 1.7264 -0.7190 -1.5375
O 0.4752 -0.2902 -1.3831
H -3.1243 -3.3123 2.8578
H -1.6155 -4.0266 3.3227
H 2.0470 -3.1137 0.9386
H 4.0534 -2.8315 -0.2336
H 5.3797 -1.9004 -2.0890
H 4.3589 -0.2308 -3.6089
H 2.0239 0.5053 -3.2627
O -0.1335 0.6837 1.6523
C -0.5913 2.0298 1.8542
C -1.4991 2.3916 0.7102
C -2.1047 3.6338 0.6250
C -2.9460 3.8869 -0.4443
C -3.1617 2.8929 -1.3908
C -2.5197 1.6823 -1.2335
N -1.7008 1.4426 -0.2015
H 0.4341 0.3839 2.3714
H 0.2647 2.7070 1.8801
H -1.1295 2.1010 2.8010
H -1.9208 4.3808 1.3850
H -3.4328 4.8478 -0.5378
H -3.8149 3.0508 -2.2360
H -2.6550 0.8732 -1.9397
```

Results
2S+1: 4
E_HOMO (spin up / spin down): -11.0297 / -11.0982 eV
HOMO-LUMO gap (spin up / spin down): 7.097 / 7.696 eV
Total charge: +1

***

Entry 6:
The following is a quantum chemistry calculation of C14H14F3MoN3O7S2 as an isolated structure, from the OMol25 dataset.

Structure (XYZ):
```
44
Properties=species:S:1:pos:R:3
Mo -0.5185 -0.5840 -1.6444
F 1.7097 3.6109 -3.7705
C 2.4497 3.3799 -2.6841
F 3.6338 3.9437 -2.8257
F 1.8185 3.9252 -1.6321
C 2.5728 1.8810 -2.4637
C 3.7765 1.1767 -2.5840
C 3.8160 -0.1979 -2.4051
C 2.6503 -0.8823 -2.0931
N 1.5164 -0.1832 -1.9515
C 1.4655 1.1429 -2.1349
S -0.2442 1.6352 -1.9304
H 4.6813 1.7220 -2.8247
H 4.7429 -0.7449 -2.5036
H 2.6011 -1.9508 -1.9413
O -1.8300 -2.3444 -1.5582
S -1.9166 -2.0185 -3.0133
O -2.4511 -2.8705 -3.9685
O -2.2346 -0.5468 -2.9522
O -0.2542 -1.7153 -3.1213
C -0.3499 2.1175 2.1284
C -1.6249 1.3570 2.4525
C -1.5277 -0.1705 2.1652
C -2.8735 -0.8815 2.4809
C -2.8365 -2.3798 2.2264
C -0.4186 -0.7707 3.0373
O -0.4724 -0.7323 4.2259
N 0.7032 -1.3583 2.4071
C 0.9665 -1.4561 1.0796
O 1.9280 -1.9242 0.5462
N -0.0687 -0.8671 0.2744
C -1.2063 -0.3472 0.7421
O -1.9405 -0.0002 -0.2498
H -0.4701 3.1751 2.3551
H -0.0893 2.0512 1.0638
H 0.4992 1.7574 2.7122
H -2.4781 1.7418 1.8919
H -1.8703 1.4385 3.5117
H -3.6504 -0.3946 1.8892
H -3.0791 -0.6654 3.5296
H -2.6289 -2.6183 1.1782
H -3.8014 -2.8221 2.4664
H -2.0933 -2.8793 2.8502
H 1.3978 -1.7498 3.0382
```

Results
E_HOMO: -17.0550 eV
HOMO-LUMO gap: 5.920 eV
Total charge: +2

***

Entry 7:
The following is a quantum chemistry calculation of C14H14N2O2 in the gas phase at a distorted geometry, from the OMol25 dataset.

Structure (XYZ):
```
32
Properties=species:S:1:pos:R:3
C -1.2258 -2.7795 -0.0336
C -0.8682 -1.3140 -0.0520
N 0.3143 -0.8500 -0.1727
N 1.3612 -1.6836 -0.3129
C 2.6796 -1.3540 -0.1262
O 3.5089 -2.2424 -0.1765
C 3.0197 0.0414 0.1755
C 2.5679 1.2269 -0.3490
O 3.2275 2.2539 0.2168
C 4.1032 1.7449 1.1062
C 4.0351 0.3928 1.1171
H 4.6064 -0.2939 1.7058
H 4.7081 2.4413 1.6514
C 1.5775 1.5521 -1.4044
H 1.9461 2.3788 -2.0087
H 1.4005 0.6862 -2.0333
H 0.6363 1.8509 -0.9450
H 1.2063 -2.6869 -0.4243
C -1.9612 -0.3382 0.0691
C -2.9460 -0.4936 1.0421
C -3.9704 0.4279 1.1539
C -4.0341 1.5089 0.2903
C -3.0638 1.6665 -0.6853
C -2.0333 0.7516 -0.7944
H -1.2865 0.8574 -1.5650
H -3.1127 2.5039 -1.3657
H -4.8384 2.2241 0.3766
H -4.7229 0.3021 1.9185
H -2.8963 -1.3245 1.7307
H -2.2994 -2.9083 0.0597
H -0.9058 -3.2557 -0.9621
H -0.7337 -3.2872 0.7975
```

Results
E_HOMO: -8.5389 eV
HOMO-LUMO gap: 9.193 eV
SMILES: C/C(=N\NC(=O)c1ccoc1C)c1ccccc1